Entry 1:
78
Properties=species:S:1:pos:R:3:lowdin_charge:R:1 method="wB97M-V/def2-TZVPD" gap_ev=6.4992 charge=-1 e_tot_ha=-4092.58351 molar_mass_g_mol=629.20 spin_multiplicity=1 lumo_energy_ha=0.08001 e_homo_ev=-4.322
C -1.5144 -2.1566 -3.6027 -0.04
C -1.0696 -3.1666 -2.5953 -0.23
H -1.3154 -2.5135 -4.6160 0.05
H -1.0086 -1.1924 -3.4520 0.07
H -2.5932 -1.9779 -3.5062 0.09
C -0.5921 -4.3880 -2.8640 -0.14
C -0.4488 -4.9771 -4.2268 -0.12
H -0.2809 -5.0480 -2.0499 0.10
H -0.6616 -4.2633 -5.0307 0.05
H -1.1485 -5.8148 -4.3263 0.07
H 0.5637 -5.3802 -4.3813 0.06
Ca 0.1145 0.4289 -0.3134 0.82
Cl -2.3494 0.1804 0.6974 -0.23
Cl 0.2252 1.7041 -2.5603 -0.17
H 0.6949 5.1135 3.3765 0.08
H -1.5449 5.8304 2.1407 0.09
C 1.0258 4.7337 2.4044 -0.03
C -1.0733 5.4334 1.2375 -0.04
N -0.1335 4.3797 1.5870 -0.18
H 1.6781 3.8641 2.5399 0.09
C -0.2885 3.1511 1.0925 -0.32
O 0.5274 2.2136 1.2570 -0.14
H -1.8261 4.9756 0.5791 0.09
H -1.2143 2.9943 0.5052 0.12
H 1.5853 5.5521 1.9333 0.09
H -0.5570 6.2497 0.7212 0.09
H 1.3943 -1.6337 -3.3259 0.08
H 2.2603 -3.8069 -1.9782 0.08
C 2.3334 -1.1515 -3.0158 -0.05
C 3.1642 -3.1814 -1.8897 -0.05
N 2.8224 -1.7736 -1.7903 -0.17
H 2.1519 -0.0830 -2.8693 0.02
C 2.9143 -1.1023 -0.6286 -0.35
O 2.4936 0.0597 -0.4560 -0.17
H 3.7211 -3.4713 -0.9929 0.09
H 3.3708 -1.6741 0.1991 0.12
H 3.0772 -1.3125 -3.8086 0.09
H 3.7806 -3.3389 -2.7843 0.08
O -0.0205 -1.7760 -1.0383 -0.39
C -1.0421 -2.6403 -1.1512 -0.49
C 0.1895 -4.3019 0.3643 -0.09
C -1.0075 -3.7312 -0.0556 -0.18
H 1.1321 -3.8926 -0.0170 0.09
C 0.1681 -5.3110 1.3303 -0.10
H -2.0231 -2.1389 -1.0153 0.09
C -2.2221 -4.1225 0.4999 -0.04
H 1.1181 -5.7296 1.6708 0.09
C -1.0566 -5.7838 1.8151 -0.12
C -2.2604 -5.1909 1.3978 -0.10
H -3.1128 -3.5617 0.1941 0.11
H -1.0756 -6.6183 2.5186 0.08
H -3.2250 -5.5609 1.7459 0.09
Si -0.4296 4.3361 -5.0225 0.09
Cl -0.6385 2.4145 -5.8149 0.26
C 1.4119 4.5080 -4.6895 -0.24
C -1.7339 4.4239 -3.6654 -0.25
C -0.8555 5.7082 -6.2538 -0.23
H 1.7875 3.6592 -4.1026 -0.01
H 1.6288 5.4451 -4.1568 0.03
H 1.9539 4.5368 -5.6477 0.03
H -0.1619 5.7296 -7.1039 0.02
H -0.7795 6.6655 -5.7228 0.03
H -1.8767 5.6019 -6.6395 0.02
H -1.5844 3.5860 -2.9661 -0.04
H -2.7428 4.3487 -4.1116 0.03
H -1.6973 5.3799 -3.1177 0.02
S 1.0163 -1.4178 2.0820 0.69
C 0.4086 -0.6541 3.4419 -0.84
N 1.0975 -0.4874 4.6031 -0.01
C 0.4456 0.3971 5.5446 -0.17
C -0.9137 0.6437 4.8819 -0.15
N -0.8121 -0.0853 3.6277 0.01
H 2.0815 -0.7179 4.6368 0.12
H 1.0215 1.3193 5.6703 0.11
H 0.3463 -0.0796 6.5179 0.10
H -1.0925 1.7109 4.7097 0.11
H -1.7197 0.2500 5.5036 0.11
H -1.4714 0.0197 2.8337 0.01

Entry 2:
80
Properties=species:S:1:pos:R:3:mulliken_spin:R:1 method="wB97M-V/def2-TZVPD" gap_ev="6.3682 / 6.9425" charge=+2 e_tot_ha=-4867.53082 molar_mass_g_mol=667.58 spin_multiplicity=2 lumo_energy_ha="-0.26944 / -0.24864" e_homo_ev="-13.700 / -13.708"
V -1.9343 -0.7478 0.5484 1.26
O -3.3682 -1.4507 4.2263 -0.01
C -2.8354 -1.5086 3.1426 0.02
N -2.8252 -0.5483 2.1525 -0.10
C -3.5729 0.7469 2.3242 0.00
C -4.1175 1.1092 0.9725 0.02
C -5.2392 1.9203 0.7683 0.00
C -5.4824 2.3439 -0.5515 0.00
C -4.7946 1.7814 -1.6131 0.00
C -3.7393 1.0085 -1.3339 0.02
N -3.3677 0.6615 -0.0633 -0.02
C -2.1655 -2.8107 2.6047 0.01
C -1.9065 -3.9137 3.3737 0.00
C -1.1102 -4.9011 2.8539 0.00
C -0.6414 -4.7699 1.5753 0.00
C -1.0232 -3.6605 0.8629 0.00
N -1.7424 -2.6725 1.3403 -0.02
H -2.8612 1.4940 2.6885 0.00
H -4.3780 0.6586 3.0199 0.00
H -5.7837 2.3321 1.6076 0.00
H -6.3321 3.0273 -0.6807 0.00
H -5.0188 2.0272 -2.6081 0.00
H -3.1983 0.4583 -2.1287 -0.01
H -2.2925 -3.8837 4.4305 0.00
H -0.8116 -5.7786 3.4469 0.00
H -0.0199 -5.5306 1.1692 0.00
H -0.8474 -3.6658 -0.1604 0.00
C 1.8195 4.4234 -4.0479 0.00
C 1.5265 3.2059 -3.1378 0.00
C 2.2415 2.8972 -1.9384 0.00
C 2.0071 1.7216 -1.2509 0.00
C 2.8869 1.3606 -0.0618 -0.01
C 1.0286 0.8515 -1.7938 0.00
As 0.4191 -0.6090 -0.7971 -0.03
N -0.5201 0.2192 0.5866 -0.17
C -0.5204 1.6127 0.9321 0.02
C -0.2483 1.9510 2.2202 -0.02
C -0.4294 3.2860 2.6381 0.00
C -0.9066 4.2371 1.7352 0.00
C -1.0840 3.8812 0.3602 0.00
C -0.9033 2.5727 -0.0204 0.00
C 1.9358 -1.5602 -0.1346 0.00
C 2.6243 -2.1625 -1.1953 0.00
C 2.1555 -2.0343 -2.6047 0.00
C 3.7274 -2.9808 -0.9089 0.00
C 4.1054 -3.2680 0.3301 0.00
C 5.2142 -4.2388 0.4606 0.00
C 3.4293 -2.6845 1.4008 0.00
C 2.2959 -1.8397 1.1959 0.00
C 1.7138 -1.2097 2.4984 0.00
C 0.3558 1.1879 -2.9876 0.00
C -0.7193 0.3790 -3.5452 0.00
C 0.5836 2.3764 -3.5815 0.00
H 1.0686 4.5415 -4.8975 0.00
H 2.8113 4.1594 -4.5026 0.00
H 1.8246 5.3463 -3.3901 0.00
H 2.9552 3.5793 -1.4786 0.00
H 2.2537 1.1128 0.7704 0.00
H 3.4326 2.2581 0.1121 0.00
H 3.6184 0.5707 -0.3228 0.00
H 0.0914 1.1613 2.8751 0.00
H -0.1641 3.5567 3.6889 0.00
H -1.1300 5.2768 2.0834 0.00
H -1.3882 4.6178 -0.3635 0.00
H -0.8257 2.3450 -1.0290 0.00
H 1.1032 -2.4134 -2.6911 0.00
H 2.7144 -2.7332 -3.1862 0.00
H 2.3117 -0.9845 -3.0629 0.00
H 4.2066 -3.4062 -1.7993 0.00
H 6.1797 -3.6375 0.5136 0.00
H 5.3094 -4.9268 -0.4164 0.00
H 5.0297 -4.8268 1.3434 0.00
H 3.6757 -2.9632 2.4546 0.00
H 1.8382 -1.9358 3.2922 0.00
H 0.6784 -0.9026 2.4582 0.01
H 2.2280 -0.3064 2.8323 0.00
H -1.6141 0.9861 -3.6250 0.00
H -0.9451 -0.5556 -2.9720 0.00
H -0.5380 0.1330 -4.5667 0.00
H -0.0552 2.6452 -4.4412 0.00